The following is a quantum chemistry calculation of a single C26H25N3O3S molecule in a non-equilibrium geometry, from the Open Molecules 2025 dataset.

Multiplicity: 1

```
58
Properties=species:S:1:pos:R:3:forces:R:3
C -5.972 -2.561 -0.483 -0.02 0.04 -0.03
C -4.569 -2.039 -0.439 0.01 0.03 0.02
C -3.981 -1.664 0.762 -0.01 0.02 -0.04
C -2.692 -1.166 0.796 0.15 -0.11 -0.13
C -1.972 -1.025 -0.384 -0.42 -0.30 0.16
N -0.648 -0.526 -0.352 0.27 -0.25 -0.18
C -0.298 0.708 0.089 0.03 0.23 0.06
O 0.879 0.997 0.273 -0.03 -0.02 0.12
C -1.352 1.697 0.328 -0.44 0.50 0.03
S -2.888 1.740 -0.489 0.05 0.79 0.49
C -3.239 3.237 0.350 0.02 -0.92 -0.72
C -4.517 3.953 0.136 -0.20 0.07 -0.07
N -2.306 3.625 1.142 -0.12 0.79 0.49
C -1.230 2.801 1.142 0.26 -0.84 -0.33
C -0.063 3.152 1.992 0.08 -0.04 0.04
C 0.415 -1.436 -0.755 0.20 0.30 -0.11
C 1.458 -0.622 -1.567 0.02 -0.54 0.02
O 1.107 -0.017 -2.555 -0.23 0.21 -0.26
N 2.738 -0.766 -1.178 0.36 -0.03 0.09
C 3.808 -0.027 -1.815 0.18 -0.01 -0.27
C 4.484 0.903 -0.862 -0.70 0.18 0.41
C 3.982 1.713 0.113 0.11 -0.40 -0.45
C 5.100 2.350 0.705 0.56 -0.10 -0.20
C 6.193 1.881 0.048 -0.14 0.54 0.60
O 5.833 0.997 -0.902 0.07 -0.29 -0.36
C 0.991 -2.241 0.381 -0.09 -0.24 0.10
C 0.979 -1.797 1.697 -0.04 0.03 -0.07
C 1.533 -2.571 2.703 0.02 -0.01 0.07
C 2.106 -3.795 2.408 0.04 -0.04 0.04
C 2.123 -4.246 1.099 0.06 -0.09 0.00
C 1.567 -3.476 0.094 -0.08 0.13 0.03
C -2.547 -1.404 -1.591 0.10 0.08 0.11
C -3.834 -1.904 -1.612 0.00 -0.01 0.06
H -6.316 -2.844 0.509 -0.07 -0.04 0.04
H -6.041 -3.426 -1.140 -0.07 -0.07 -0.01
H -6.643 -1.794 -0.872 -0.10 -0.01 -0.01
H -4.535 -1.765 1.683 -0.07 -0.02 0.09
H -2.242 -0.876 1.735 0.07 0.02 0.07
H -4.545 4.831 0.774 -0.01 0.02 0.01
H -5.360 3.304 0.371 -0.09 0.03 0.01
H -4.608 4.259 -0.905 -0.06 0.06 -0.03
H -0.401 3.735 2.845 -0.02 0.03 0.03
H 0.636 3.754 1.413 0.10 0.03 0.02
H 0.464 2.261 2.321 0.08 0.04 0.04
H -0.025 -2.131 -1.481 0.14 0.16 0.11
H 2.922 -1.137 -0.258 -0.09 0.03 -0.07
H 3.350 0.524 -2.644 0.15 -0.14 0.08
H 4.552 -0.722 -2.220 -0.06 0.15 -0.03
H 2.948 1.827 0.364 -0.26 -0.02 0.01
H 5.087 3.060 1.507 0.08 0.15 0.16
H 7.240 2.086 0.152 0.16 -0.05 -0.06
H 0.546 -0.840 1.942 -0.04 0.09 0.00
H 1.515 -2.213 3.722 0.00 0.03 0.08
H 2.537 -4.396 3.195 0.04 -0.05 0.06
H 2.566 -5.201 0.860 0.03 -0.08 -0.02
H 1.579 -3.831 -0.927 0.00 -0.05 -0.12
H -1.989 -1.280 -2.507 0.10 0.03 -0.11
H -4.279 -2.188 -2.554 -0.04 -0.04 -0.11
```
Forces are in eV/Å.

The following is a quantum chemistry calculation of C26H25N3O4PtSSi as an isolated structure in a non-equilibrium geometry, from the Open Molecules 2025 dataset.

Total charge: -2
Multiplicity: 1

```
61
Properties=species:S:1:pos:R:3:forces:R:3
Pt -1.858 2.372 1.066 -0.78 1.59 1.05
C 4.540 -8.773 -4.199 0.01 -0.27 0.13
O 4.431 -7.469 -4.682 -0.39 0.75 0.21
C 3.636 -6.581 -3.945 0.18 -0.22 -0.18
C 3.561 -5.273 -4.426 0.23 -0.44 -0.11
C 2.839 -4.322 -3.754 -0.34 0.06 0.45
C 2.124 -4.635 -2.569 1.18 -1.13 -1.73
C 2.191 -5.969 -2.123 -0.24 0.92 0.04
C 2.940 -6.916 -2.789 0.44 -0.52 -0.47
N 1.405 -3.738 -1.867 -1.53 2.93 1.81
N 1.377 -2.515 -2.342 1.15 -2.30 -1.27
C 0.867 -1.446 -1.754 -0.49 0.08 0.81
C 0.950 -0.245 -2.498 0.04 0.27 0.28
C 0.579 0.971 -1.994 0.31 0.00 -0.61
C 0.018 1.113 -0.704 0.05 2.16 0.25
O -0.199 2.277 -0.199 0.37 -1.80 -0.78
C -0.227 -0.102 0.021 -0.30 -1.82 0.88
N -0.908 -0.006 1.180 0.64 -0.38 -0.47
C -1.024 -1.056 1.955 0.02 -0.14 0.09
C -0.479 -2.301 1.638 0.17 0.07 -0.48
C 0.147 -2.454 0.415 -0.14 -0.51 0.66
C 0.271 -1.361 -0.442 -0.26 0.86 -0.09
H 5.219 -9.297 -4.875 -0.06 0.02 0.06
H 3.571 -9.290 -4.195 0.06 0.01 0.03
H 4.959 -8.803 -3.184 -0.04 0.00 -0.07
H 4.089 -5.027 -5.338 0.08 0.02 -0.05
H 2.792 -3.301 -4.106 0.02 -0.02 -0.05
H 1.651 -6.247 -1.229 -0.07 0.05 0.09
H 2.977 -7.928 -2.406 -0.03 0.02 0.03
H 1.362 -0.316 -3.495 0.06 -0.04 -0.07
H 0.714 1.871 -2.580 -0.07 0.02 0.03
H -1.564 -0.911 2.881 -0.14 0.05 0.09
H -0.572 -3.134 2.324 -0.02 0.00 0.01
H 0.554 -3.408 0.100 -0.12 0.18 0.05
O -4.319 4.045 -1.965 -0.15 0.17 -0.41
C -3.615 3.731 -1.003 -0.20 0.69 0.40
O -2.999 2.647 -0.854 0.55 -1.04 0.06
C -3.498 4.777 0.117 -0.23 -0.12 -0.17
C -3.201 6.090 -0.210 0.05 -0.12 -0.10
C -3.147 7.078 0.761 -0.01 0.20 0.04
C -3.472 6.765 2.070 0.01 0.29 0.03
C -3.787 5.464 2.410 -0.09 0.05 -0.12
C -3.745 4.449 1.458 -0.40 0.25 0.19
S -3.967 2.790 2.023 0.90 -0.26 -0.07
H -2.985 6.329 -1.244 -0.08 -0.02 -0.06
H -2.876 8.092 0.495 0.02 0.06 -0.03
H -3.457 7.533 2.835 -0.01 0.06 0.03
H -4.032 5.203 3.430 0.03 -0.02 0.06
C -1.349 1.836 4.578 0.27 0.31 -0.58
Si -0.730 2.856 3.035 -0.11 -0.08 0.64
C 1.184 2.520 3.018 -0.65 0.05 -0.22
C -0.788 4.675 3.757 -0.11 -0.76 -0.46
H -0.532 1.567 5.242 0.26 -0.03 0.19
H -1.834 0.926 4.250 -0.14 -0.28 -0.09
H -2.078 2.400 5.146 -0.24 0.21 0.12
H 1.407 1.549 3.443 0.03 -0.36 0.11
H 1.731 3.265 3.585 0.08 0.24 0.21
H 1.563 2.527 2.004 0.13 0.02 -0.35
H -0.168 4.740 4.649 0.22 -0.12 0.16
H -1.796 4.948 4.043 -0.26 0.02 0.00
H -0.443 5.415 3.041 0.09 0.15 -0.19
```
Forces are in eV/Å.

The following is a quantum chemistry calculation of a single C26H25N3O7 molecule in a non-equilibrium geometry, from the Open Molecules 2025 dataset.

Multiplicity: 1

```
61
Properties=species:S:1:pos:R:3:forces:R:3
C -0.106 -4.651 -2.819 0.04 -0.08 -0.08
C -0.976 -4.297 -1.893 -0.12 0.15 0.09
C -1.424 -2.885 -1.666 -0.11 -0.02 -0.25
N -1.058 -2.439 -0.323 -0.11 -0.07 -0.38
C -1.962 -2.697 0.687 0.14 0.10 0.23
O -3.042 -3.197 0.485 -0.22 -0.13 -0.04
N -1.527 -2.409 1.960 -0.27 -0.22 0.42
C -0.415 -1.685 2.315 0.03 0.04 0.03
O -0.197 -1.407 3.472 -0.03 0.02 0.15
C 0.447 -1.286 1.184 0.82 0.54 0.21
C 1.481 -0.468 1.469 -0.52 -0.76 0.14
C 2.442 0.181 0.586 0.43 0.12 -0.19
C 2.101 1.098 -0.411 0.11 -0.05 0.15
C 0.672 1.462 -0.694 -0.16 -0.02 0.18
C -0.038 2.122 0.498 0.18 -0.27 0.01
N -1.453 2.304 0.231 0.03 -0.02 0.08
C -1.835 3.544 -0.400 -0.12 0.25 -0.10
C -2.269 1.242 0.407 0.00 0.15 0.00
O -1.835 0.154 0.767 -0.12 0.02 -0.07
C -3.731 1.427 0.180 -0.31 -0.10 0.06
C -4.397 0.519 -0.635 0.15 0.08 0.05
C -5.766 0.612 -0.806 -0.03 -0.02 -0.04
C -6.482 1.597 -0.146 -0.05 0.00 0.00
C -5.827 2.486 0.691 -0.06 0.07 0.05
C -4.456 2.404 0.855 0.09 -0.11 -0.07
C 3.101 1.733 -1.147 0.38 0.03 -0.08
C 4.408 1.417 -0.874 -0.17 -0.41 0.50
C 4.764 0.515 0.126 -0.02 0.34 -0.33
C 3.798 -0.107 0.891 -0.04 0.13 -0.22
O 4.004 -0.997 1.891 -0.34 0.17 -0.20
C 5.334 -1.326 2.230 0.40 -0.16 0.20
O 6.145 0.421 0.174 -0.37 -0.21 0.27
C 6.623 1.272 -0.842 1.21 0.15 -0.29
O 5.534 1.907 -1.474 -0.47 0.09 -0.06
C 0.147 -1.779 -0.170 0.17 0.01 -0.05
O 0.893 -1.637 -1.117 -0.02 0.00 0.00
H 0.195 -5.676 -2.955 0.02 -0.21 0.01
H 0.340 -3.926 -3.479 0.08 0.21 -0.10
H -1.415 -5.025 -1.224 -0.02 -0.17 0.05
H -0.948 -2.211 -2.381 -0.11 -0.08 0.10
H -2.513 -2.822 -1.740 0.19 0.06 -0.01
H -2.195 -2.602 2.698 0.13 0.05 -0.17
H 1.656 -0.302 2.530 -0.17 -0.01 0.00
H 0.117 0.564 -0.959 -0.04 0.08 -0.08
H 0.643 2.139 -1.550 -0.02 -0.03 -0.03
H 0.402 3.097 0.717 -0.02 -0.03 0.04
H 0.056 1.479 1.376 0.00 0.18 -0.05
H -1.791 4.369 0.316 -0.02 0.03 -0.06
H -2.845 3.473 -0.797 0.11 0.07 -0.02
H -1.151 3.763 -1.222 -0.02 0.02 -0.02
H -3.832 -0.258 -1.127 0.05 -0.11 -0.03
H -6.276 -0.092 -1.446 -0.04 -0.06 -0.06
H -7.552 1.665 -0.274 -0.08 0.00 -0.01
H -6.387 3.242 1.221 -0.05 0.05 0.05
H -3.948 3.085 1.523 0.06 0.09 0.04
H 2.864 2.447 -1.917 -0.08 0.11 -0.12
H 5.856 -1.789 1.390 -0.05 0.01 0.05
H 5.256 -2.037 3.052 0.05 0.05 -0.05
H 5.893 -0.446 2.556 -0.05 -0.05 0.00
H 7.289 2.033 -0.403 -0.22 -0.15 -0.06
H 7.187 0.683 -1.584 -0.21 0.10 0.16
```
Forces are in eV/Å.

Number 1: Kohn-Sham gap 8.71 eV, E_tot -48816.7926 eV. Number 2: Kohn-Sham gap 4.72 eV, E_tot -61989.4369 eV. Number 3: Kohn-Sham gap 8.00 eV, E_tot -46170.7453 eV.